{
  "formula": "C38H32Cl6CsN6O",
  "method": "the ωB97M-V functional and the def2-TZVPD basis",
  "species": ["Cs", "Cl", "C", "C", "C", "Cl", "C", "Cl", "C", "Cl", "C", "Cl", "N", "C", "C", "C", "C", "C", "C", "C", "C", "C", "C", "C", "C", "N", "C", "C", "C", "C", "N", "H", "H", "H", "H", "H", "H", "H", "H", "H", "H", "C", "C", "C", "C", "C", "O", "C", "C", "C", "C", "C", "C", "Cl", "C", "C", "C", "N", "C", "N", "C", "N", "H", "H", "H", "H", "H", "H", "H", "H", "H", "H", "H", "H", "H", "H", "H", "H", "H", "H", "H", "H", "H", "H"],
  "positions_angstrom": [[-2.00223, 2.96982, 0.85135], [-5.02305, 3.13335, 2.51208], [-4.11035, 4.10608, 3.69718], [-2.75524, 4.25315, 3.52014], [-2.13715, 5.02714, 4.48204], [-0.39933, 5.28259, 4.34699], [-2.79279, 5.62698, 5.55589], [-1.95406, 6.59327, 6.72529], [-4.17288, 5.43696, 5.68282], [-5.03606, 6.15654, 7.00108], [-4.85115, 4.66405, 4.74072], [-6.56114, 4.42780, 4.89995], [3.76398, 5.02939, -8.47394], [3.13991, 4.76857, -7.54217], [2.36455, 4.43938, -6.37674], [1.50592, 3.34099, -6.39607], [0.76734, 3.02453, -5.26813], [0.87797, 3.78637, -4.10933], [1.73594, 4.88183, -4.09815], [2.47422, 5.21295, -5.22168], [0.08772, 3.42677, -2.88835], [0.83242, 2.81617, -1.86336], [2.22844, 2.49201, -1.93513], [2.55659, 1.91604, -0.72739], [1.34953, 1.90563, 0.02925], [0.33013, 2.42981, -0.63075], [-1.27060, 3.74602, -2.94607], [-1.91659, 4.41803, -4.04269], [-3.23740, 4.54461, -3.69629], [-3.35279, 3.94530, -2.40340], [-2.20662, 3.47810, -1.95321], [1.42235, 2.74466, -7.29409], [0.09386, 2.17612, -5.27347], [1.81920, 5.47163, -3.19353], [3.13764, 6.06677, -5.21259], [2.88844, 2.66759, -2.77468], [3.52630, 1.55613, -0.40922], [1.22139, 1.52894, 1.04384], [-1.44345, 4.76512, -4.95090], [-4.03076, 5.00226, -4.26926], [-4.26057, 3.85927, -1.81183], [1.51600, -1.28807, 2.72814], [1.88096, -2.68286, 2.19243], [3.41443, -2.77652, 2.21728], [1.30293, -3.70999, 3.17758], [1.34581, -2.89614, 0.72681], [1.49188, -1.70186, -0.04735], [2.07942, -3.98516, -0.08594], [2.06786, -5.46027, 0.34220], [0.72930, -6.15649, 0.23313], [0.05534, -6.20754, -0.98587], [-1.17339, -6.83956, -1.10492], [-1.74181, -7.43391, 0.01157], [-3.28265, -8.22570, -0.12818], [-1.09604, -7.40284, 1.23421], [0.13518, -6.76485, 1.33447], [-0.16175, -3.18455, 0.63384], [-1.01348, -2.13823, 1.17751], [-1.12432, -0.85434, 0.79442], [-1.95933, -0.22154, 1.58853], [-2.35178, -1.18608, 2.46347], [-1.79434, -2.36557, 2.26222], [1.97559, -1.16144, 3.71338], [0.44204, -1.15797, 2.85550], [1.88266, -0.48850, 2.08235], [3.77532, -2.50953, 3.21379], [3.88083, -2.07845, 1.51087], [3.77449, -3.78316, 1.99279], [1.76572, -3.56327, 4.15791], [1.49558, -4.74009, 2.87258], [0.22541, -3.57889, 3.29840], [2.39499, -1.37043, 0.01197], [3.11889, -3.66590, -0.17984], [1.66232, -3.91112, -1.09340], [2.45884, -5.58026, 1.34966], [2.77146, -5.97802, -0.31672], [0.49611, -5.74463, -1.86494], [-1.69135, -6.87328, -2.05616], [-1.55294, -7.86800, 2.10021], [0.63635, -6.74134, 2.29691], [-0.42488, -4.10200, 1.14772], [-0.39502, -3.30822, -0.42309], [-0.57553, -0.42392, -0.03378], [-3.04669, -1.00828, 3.27219]],
  "forces_ev_per_a": [[-0.36, -0.18, 0.57], [-0.14, -0.06, -0.02], [0.03, 0.15, 0.21], [-0.21, 0.23, 0.41], [-0.32, -0.05, 0.02], [0.24, 0.03, -0.02], [-0.14, -0.10, -0.09], [0.00, 0.01, 0.02], [0.07, -0.01, -0.03], [0.04, -0.01, -0.03], [0.18, 0.03, 0.00], [-0.02, -0.01, -0.01], [-0.11, -0.04, 0.15], [0.09, 0.04, -0.13], [-0.06, -0.04, 0.11], [0.00, 0.01, 0.01], [0.00, -0.03, -0.03], [-0.02, -0.02, 0.04], [0.02, 0.02, 0.02], [0.00, 0.00, -0.01], [-0.04, 0.00, -0.01], [0.18, -0.09, 0.03], [-0.10, 0.01, 0.04], [-0.05, -0.04, 0.00], [0.04, 0.02, -0.06], [0.57, -0.13, -0.39], [-0.01, 0.02, -0.08], [-0.06, -0.01, 0.07], [0.05, -0.03, 0.00], [0.10, 0.02, -0.07], [0.03, 0.07, -0.56], [0.00, -0.02, -0.01], [0.03, 0.02, -0.02], [0.01, 0.00, -0.04], [0.01, 0.01, 0.01], [-0.07, -0.02, 0.09], [-0.06, 0.03, -0.02], [0.00, 0.08, -0.14], [-0.04, -0.02, 0.07], [0.04, -0.02, 0.03], [0.07, 0.01, -0.04], [-0.03, 0.03, 0.04], [-0.01, 0.07, -0.02], [0.01, -0.02, -0.07], [-0.01, -0.02, -0.06], [-0.09, -0.02, 0.10], [0.05, -0.01, 0.06], [0.01, -0.06, 0.00], [-0.07, 0.02, -0.08], [0.00, -0.02, 0.04], [-0.02, -0.04, -0.05], [0.02, 0.03, -0.06], [0.07, 0.06, 0.01], [-0.01, -0.01, -0.01], [0.03, 0.00, 0.07], [0.00, -0.06, 0.00], [0.02, 0.23, 0.12], [0.18, -0.03, -0.11], [0.01, -0.14, -0.07], [-0.26, 0.04, 0.15], [0.25, -0.05, -0.01], [-0.06, 0.25, -0.14], [-0.03, -0.01, -0.07], [0.06, 0.01, 0.01], [-0.02, -0.05, 0.04], [-0.03, -0.02, -0.06], [-0.03, -0.08, 0.06], [0.01, 0.05, 0.00], [-0.02, -0.01, -0.06], [-0.02, 0.10, 0.06], [0.05, -0.02, -0.01], [-0.02, 0.03, -0.01], [0.02, -0.01, -0.01], [0.03, -0.01, -0.01], [0.04, -0.02, 0.05], [0.01, -0.01, 0.01], [-0.05, -0.05, 0.08], [0.04, 0.00, 0.07], [0.04, 0.05, -0.08], [-0.03, -0.01, -0.07], [-0.06, 0.01, 0.05], [-0.06, 0.01, -0.04], [-0.08, -0.10, 0.11], [0.06, -0.03, -0.11]],
  "e_above_lowest_kcal_mol": 8.6,
  "multiplicity": 1,
  "charge": -1,
  "orbital_gap_ev": 6.71
}

{
  "formula": "C40H53AsN5OPSSi2Ti",
  "method": "the ωB97M-V functional and the def2-TZVPD basis",
  "species": ["Ti", "C", "C", "N", "N", "C", "S", "N", "N", "H", "H", "H", "H", "H", "H", "N", "C", "O", "C", "C", "H", "H", "H", "H", "H", "H", "C", "Si", "C", "C", "As", "Si", "C", "C", "C", "H", "H", "H", "H", "H", "H", "H", "H", "H", "H", "H", "H", "H", "H", "H", "H", "H", "H", "C", "P", "C", "C", "C", "C", "C", "C", "C", "C", "C", "C", "C", "C", "H", "H", "H", "H", "H", "H", "H", "H", "H", "H", "H", "H", "H", "C", "C", "C", "C", "C", "C", "C", "C", "C", "C", "C", "C", "C", "C", "C", "H", "H", "H", "H", "H", "H", "H", "H", "H", "H"],
  "positions_angstrom": [[-0.71646, 0.30305, 0.22028], [1.17074, 5.79595, -0.21882], [2.06254, 4.61525, -0.29192], [3.35754, 4.62285, -0.21722], [3.73264, 3.31435, -0.30242], [2.66614, 2.46945, -0.39242], [2.64664, 0.83335, -0.45552], [1.58414, 3.33275, -0.41322], [0.26964, 2.91895, -0.51602], [1.77044, 6.69635, -0.13452], [0.52624, 5.72365, 0.65948], [0.54864, 5.86705, -1.11232], [4.69334, 3.03745, -0.20812], [-0.13946, 3.18925, -1.41222], [-0.29426, 3.29845, 0.24728], [-4.24496, 2.40785, 0.70078], [-3.20966, 1.47455, 0.71278], [-2.07746, 1.78385, 0.24678], [-3.45826, 0.09265, 1.23158], [-2.48306, -0.84725, 0.51638], [-3.93656, 3.36845, 0.61168], [-4.94676, 2.28515, 1.41518], [-4.51776, -0.18815, 1.11378], [-3.22566, 0.07565, 2.30778], [-2.89096, -1.10435, -0.48362], [-2.39326, -1.78455, 1.08928], [-1.57846, 4.18075, 2.65088], [-1.29856, 2.51335, 3.60068], [-3.08106, 2.05385, 4.23228], [-0.44416, 3.10475, 5.22328], [0.22974, 1.26785, 2.36558], [0.55804, -0.46455, 3.90688], [2.17174, -0.03565, 4.87318], [-0.79616, -0.74275, 5.26188], [0.80494, -2.20065, 3.16438], [-2.32806, 4.82025, 3.10648], [-1.89356, 3.99045, 1.62758], [-0.64616, 4.74005, 2.61628], [-3.44486, 2.75935, 4.97648], [-3.06946, 1.07465, 4.70208], [-3.81566, 2.02315, 3.43278], [-0.99176, 3.88885, 5.73718], [0.55334, 3.47185, 4.99648], [-0.33206, 2.27135, 5.90818], [2.06314, 0.90125, 5.41398], [2.98914, 0.08485, 4.16598], [2.44594, -0.81165, 5.58068], [-0.95436, 0.14445, 5.86678], [-0.51086, -1.55305, 5.92658], [-1.74196, -1.01525, 4.79988], [1.66504, -2.20985, 2.50348], [-0.05606, -2.49065, 2.56588], [0.96394, -2.96095, 3.92358], [-0.04036, -1.32295, -2.99752], [-0.36776, 0.41825, -2.47502], [-1.81066, 0.73475, -3.56212], [-3.03236, 1.12185, -3.01742], [-4.14506, 1.28335, -3.81952], [-4.05946, 1.05005, -5.18932], [-2.84386, 0.67025, -5.74262], [-1.73136, 0.51785, -4.94452], [0.90684, 1.25335, -3.49222], [2.19994, 0.73695, -3.59772], [3.16954, 1.41915, -4.30522], [2.87164, 2.62305, -4.92922], [1.59164, 3.14875, -4.82332], [0.62784, 2.48275, -4.09332], [0.13904, -1.38715, -4.07022], [-0.90606, -1.93125, -2.73292], [0.81604, -1.70205, -2.44052], [-3.10736, 1.29655, -1.95072], [-5.08626, 1.58485, -3.37942], [-4.93366, 1.16015, -5.81582], [-2.77066, 0.48435, -6.80612], [-0.78666, 0.23805, -5.38772], [2.44134, -0.20105, -3.12242], [4.16814, 1.00975, -4.37132], [3.63074, 3.14885, -5.49122], [1.34944, 4.08275, -5.31332], [-0.37356, 2.89305, -4.02422], [0.33954, -1.32945, 0.08388], [0.74004, -2.48505, -0.06982], [1.20834, -3.79165, -0.21892], [2.40994, -4.13745, 0.49828], [3.32524, -3.12615, 0.85808], [4.43054, -3.39505, 1.63358], [4.69674, -4.68625, 2.07068], [3.80524, -5.69525, 1.73758], [2.68124, -5.43035, 0.98458], [0.43514, -4.69545, -1.01422], [0.93984, -5.91255, -1.52082], [0.15464, -6.75595, -2.27312], [-1.14596, -6.41215, -2.61522], [-1.64076, -5.18455, -2.19162], [-0.88196, -4.35525, -1.40082], [3.14454, -2.11685, 0.51128], [5.10514, -2.59265, 1.90268], [5.57774, -4.90065, 2.66288], [3.98874, -6.70725, 2.08398], [1.97034, -6.22625, 0.81018], [1.97214, -6.17635, -1.33872], [0.56534, -7.70035, -2.61132], [-1.75516, -7.08135, -3.20772], [-2.64096, -4.88635, -2.48202], [-1.29876, -3.42125, -1.04212]],
  "forces_ev_per_a": [[1.84, -0.50, -0.76], [0.06, 0.00, 0.02], [0.46, 0.10, 0.04], [-0.25, 0.64, 0.02], [-1.19, -0.16, -0.01], [0.39, -0.18, -0.07], [-0.01, -0.26, 0.16], [0.64, 0.01, -0.04], [-0.44, 0.18, 0.10], [0.08, 0.02, -0.01], [-0.07, 0.01, -0.06], [-0.06, 0.00, 0.04], [-0.10, -0.03, -0.01], [0.27, -0.02, 0.19], [0.28, -0.19, -0.14], [1.19, -0.53, 0.18], [-0.04, 1.20, -0.21], [-3.23, 0.90, 0.51], [-0.13, -0.27, -0.25], [-0.51, -0.33, 0.11], [0.00, -0.11, -0.09], [-0.07, -0.18, -0.13], [0.06, 0.31, 0.14], [-0.04, 0.23, -0.18], [0.15, 0.00, 0.23], [0.09, 0.33, -0.29], [0.12, -0.63, 0.05], [-0.16, 1.26, 0.85], [0.64, -0.27, -0.44], [-0.15, -0.36, -0.61], [-0.31, 0.06, 1.09], [0.56, -1.02, 0.93], [-0.65, -0.02, -0.45], [0.31, 0.49, -0.69], [-0.17, 0.77, 0.00], [-0.19, 0.07, 0.24], [-0.05, -0.01, -0.26], [0.20, 0.05, 0.00], [0.18, 0.26, 0.06], [-0.02, -0.22, 0.07], [-0.11, -0.02, -0.15], [-0.23, 0.17, 0.04], [0.16, 0.06, -0.06], [0.06, -0.18, 0.21], [-0.04, 0.18, 0.08], [0.11, 0.01, -0.13], [-0.01, -0.24, 0.15], [-0.10, 0.17, 0.15], [0.22, -0.17, 0.03], [-0.18, -0.04, -0.09], [0.05, -0.01, -0.12], [-0.04, -0.01, -0.10], [0.03, 0.01, 0.39], [0.01, 0.19, 0.09], [0.03, -1.08, -0.74], [-0.19, 0.01, -0.24], [0.41, -0.04, 0.22], [-0.35, 0.00, -0.53], [-0.02, 0.07, 0.40], [-0.18, -0.01, -0.24], [0.00, 0.08, 0.43], [0.19, 0.49, 0.34], [-0.41, -0.10, 0.00], [0.17, 0.14, -0.22], [-0.06, -0.04, 0.08], [0.27, 0.24, -0.13], [-0.16, -0.29, 0.17], [-0.05, 0.06, -0.07], [0.10, 0.00, 0.05], [-0.11, -0.02, 0.01], [0.03, -0.02, -0.04], [-0.04, 0.00, 0.02], [-0.04, 0.02, -0.03], [0.00, 0.01, -0.05], [0.06, -0.05, -0.04], [0.04, -0.04, 0.02], [0.04, -0.04, -0.01], [0.04, 0.02, -0.03], [-0.02, 0.05, 0.00], [-0.01, 0.04, -0.03], [0.23, -0.46, -0.06], [0.37, -0.76, -0.11], [-0.19, 0.63, 0.06], [0.26, -0.01, 0.33], [0.02, -0.08, -0.17], [0.19, -0.05, 0.06], [0.15, -0.06, 0.11], [0.22, -0.13, 0.13], [-0.13, 0.03, -0.12], [-0.15, -0.12, -0.27], [0.08, 0.13, 0.14], [-0.13, -0.18, -0.17], [-0.09, -0.16, -0.16], [-0.12, -0.20, -0.10], [0.02, 0.07, 0.14], [-0.05, 0.04, 0.02], [0.04, 0.10, -0.02], [0.00, 0.01, 0.03], [-0.04, 0.00, 0.03], [0.00, 0.00, -0.06], [-0.01, -0.03, 0.06], [0.04, -0.02, -0.06], [-0.03, -0.02, -0.05], [-0.08, 0.04, 0.05], [0.04, 0.00, 0.02]],
  "s2": 0.76,
  "multiplicity": 2,
  "charge": -1,
  "orbital_gap_ev": [3.93, 3.99]
}

{
  "formula": "C8H12",
  "method": "the ωB97M-V functional and the def2-TZVPD basis",
  "species": ["C", "C", "C", "C", "C", "C", "C", "C", "H", "H", "H", "H", "H", "H", "H", "H", "H", "H", "H", "H"],
  "positions_angstrom": [[1.67034, 1.08163, 0.02525], [1.50097, 0.03829, 1.32417], [0.12131, -0.35606, 1.03294], [-0.60827, 0.76825, 0.20154], [-2.00153, 0.13554, -0.37625], [-1.29793, -1.17752, -1.02593], [0.14915, -0.99550, -0.49285], [0.50396, 0.45571, -0.70859], [1.39954, 2.10916, 0.22937], [2.83908, 1.14432, -0.22187], [1.56625, 0.67159, 2.08145], [2.13557, -0.95472, 1.35659], [-0.18028, -0.96754, 1.91937], [-0.81038, 1.46495, 0.83596], [-2.61162, -0.07937, 0.45124], [-2.57279, 0.91939, -1.08295], [-1.35448, -1.22267, -2.17801], [-1.77822, -2.08777, -0.82310], [0.90187, -1.70155, -0.80806], [0.23744, 1.00218, -1.64157]],
  "forces_ev_per_a": [[3.34, -2.49, 1.21], [1.31, -1.15, -4.75], [-2.05, -3.46, -0.45], [-2.53, -5.92, 0.03], [2.92, 1.25, -2.17], [0.13, 2.28, -1.47], [0.32, 0.18, 0.93], [-0.29, 3.76, -4.27], [-0.02, 0.10, 0.57], [-2.72, -0.62, -0.50], [0.62, 1.95, 4.17], [-0.61, 2.48, -0.05], [-1.03, 0.40, -0.84], [-0.63, 5.75, 2.88], [-0.97, -0.47, 0.93], [1.43, -2.01, 1.33], [0.44, 0.72, 1.55], [-0.53, -1.27, 1.14], [0.11, -0.58, 0.16], [0.76, -0.88, -0.39]],
  "e_above_lowest_kcal_mol": 74.2,
  "multiplicity": 1,
  "charge": 0,
  "orbital_gap_ev": 10.94
}

{
  "formula": "C4H10N2O2",
  "method": "the ωB97M-V functional and the def2-TZVPD basis",
  "species": ["C", "C", "N", "N", "C", "H", "H", "H", "H", "H", "H", "H", "H", "C", "O", "O", "H", "H"],
  "positions_angstrom": [[-0.21418, 1.40645, -0.88278], [0.01875, 0.41588, 0.24066], [0.89808, 0.91354, 1.24587], [-2.17309, -0.67366, -0.01042], [-1.07607, -0.36118, 0.69169], [0.99075, 0.25652, 2.01747], [0.67144, 1.85480, 1.55391], [-2.64705, -1.53545, 0.23392], [-2.19083, -0.42129, -0.99030], [-1.04240, -0.80725, 1.67911], [-0.83460, 2.25053, -0.56594], [0.75230, 1.79472, -1.21088], [-0.69807, 0.93672, -1.74485], [1.06495, -1.25724, -0.54129], [2.31957, -0.71487, -0.73094], [0.89644, -2.10995, 0.38505], [2.65511, -0.55582, 0.17136], [0.60891, -1.39246, -1.54163]],
  "forces_ev_per_a": [[0.39, -0.50, -0.10], [-3.00, 0.62, 0.78], [0.85, -0.40, 0.11], [-0.12, -0.42, -0.43], [1.42, 1.31, -0.58], [-0.05, 0.40, -0.06], [0.00, -0.33, 0.10], [0.06, 0.25, -0.18], [-0.16, -0.04, 0.21], [0.19, -0.10, -0.10], [0.00, -0.03, 0.04], [-0.08, -0.04, -0.08], [0.06, 0.08, -0.01], [1.29, -3.43, 1.62], [-1.01, 0.54, 0.41], [0.46, 1.61, -1.80], [0.08, -0.12, -0.31], [-0.40, 0.59, 0.37]],
  "e_above_lowest_kcal_mol": 77.9,
  "multiplicity": 1,
  "smiles": "C/C(N)=C\\N.O=CO",
  "charge": 0,
  "orbital_gap_ev": 7.96
}

{
  "formula": "C3H5N2O5P",
  "method": "the ωB97M-V functional and the def2-TZVPD basis",
  "species": ["C", "C", "C", "N", "N", "O", "O", "O", "O", "O", "P", "H", "H", "H", "H", "H"],
  "positions_angstrom": [[-2.71894, 0.69528, -0.08205], [1.08110, -2.06646, 0.27616], [-0.13644, -0.15400, -0.35373], [-1.46025, 0.58293, 0.26411], [-0.03248, -1.37577, 0.25442], [0.59989, 2.44163, -0.55923], [2.42121, 0.74444, -0.79653], [-3.34334, -0.04065, -0.84621], [2.09248, -2.09004, -0.45538], [1.31985, 1.12727, 1.58763], [1.08910, 1.19094, 0.05922], [-3.19982, 1.46227, 0.64738], [1.00223, -2.98035, 0.94017], [-0.23040, -0.33327, -1.45762], [-1.23315, 0.99026, 1.15240], [2.74896, -0.19448, -0.63076]],
  "forces_ev_per_a": [[-0.55, -0.97, 1.39], [-1.95, -1.59, -0.04], [-1.65, 1.19, -0.64], [2.30, -0.80, -0.92], [0.99, -1.42, 2.05], [-0.09, 0.92, -0.42], [0.47, -1.01, 0.39], [-0.39, 1.03, -0.56], [1.47, 0.98, -0.54], [-0.24, 0.05, -2.23], [0.97, -0.80, 1.96], [-0.07, -0.71, -1.12], [-0.13, 0.50, 0.08], [-0.42, 1.04, 0.57], [0.41, 0.49, 0.04], [-1.13, 1.11, -0.02]],
  "e_above_lowest_kcal_mol": 4.9,
  "multiplicity": 1,
  "smiles": "O=CN[C@H](/N=C\\[O-])[P@@](=O)([O-])O",
  "charge": -2,
  "orbital_gap_ev": 6.91
}

| no. | molecular weight (g/mol) |
| --- | --- |
| 1 | 934.338 |
| 2 | 861.900 |
| 3 | 108.184 |
| 4 | 118.136 |
| 5 | 180.056 |